Entry 1:
Here is 2 unconnected molecules or ions with the total composition C27H46ClFN3O4S2 at a distorted geometry from the Open Molecules 2025 dataset. Energies are from the ωB97M-V functional and the def2-TZVPD basis.

```
84
Properties=species:S:1:pos:R:3:forces:R:3
Cl 2.4486 -0.2703 4.6170 -2.21 -0.62 -1.20
S -5.6032 -2.1756 0.4822 0.72 -0.15 -0.46
S -5.2268 0.5942 -0.6345 0.58 -2.10 -0.38
F 3.1584 -0.2897 1.2089 0.51 -1.77 0.69
O 1.2270 1.8302 -3.0241 -2.49 0.44 4.99
O -0.0827 1.1817 -1.1570 2.31 1.52 -0.78
O -2.7401 1.4325 5.4732 0.29 0.56 -1.64
O 3.9048 5.0788 -2.9610 0.21 -0.17 0.12
N -3.9638 -1.5750 -1.8151 -2.81 -1.07 1.71
N -1.3841 -0.3282 3.4442 1.25 -2.69 -2.36
N -0.2298 -0.0447 4.0361 2.90 -1.99 -1.19
C 2.5307 -2.5289 2.2400 -0.36 0.65 -0.19
C 0.7229 0.0292 -0.8000 -1.08 -2.05 0.71
C -2.8146 -1.6452 1.8234 0.84 0.01 1.39
C -0.2434 1.0290 5.1081 -1.95 1.28 0.17
C -4.8551 -1.0553 -0.7795 0.57 1.67 0.53
C -0.2053 -2.1586 1.8741 2.26 2.30 3.55
C -2.6112 -3.5970 -2.7472 -0.84 -0.47 0.27
C -3.7369 -3.0457 -1.7025 1.11 -1.35 -0.42
C 0.9418 -0.7340 3.6648 1.26 -0.61 -0.38
C 4.3303 3.7087 -2.9776 -0.25 -0.02 -0.03
C -5.4377 -1.4402 2.1739 0.71 0.92 1.09
C -3.4510 -0.0063 -3.6940 -0.16 -0.74 1.01
C 3.6833 -1.4865 1.7950 1.25 -0.98 1.06
C 0.6583 2.1258 -1.9226 1.97 0.73 -3.92
C 0.4575 -2.6398 -0.5832 0.44 0.57 -0.22
C 4.7901 -2.2063 0.8688 -0.57 1.29 0.49
C -1.5504 1.9551 4.8458 1.00 1.21 0.88
C -4.4663 -1.1646 -3.1661 0.34 1.83 -1.56
C 6.2126 5.0175 -2.4347 0.22 0.08 0.39
C 5.0558 5.9207 -2.8111 -0.15 0.26 -0.23
C 5.8398 3.7247 -3.1280 0.13 -0.21 -0.31
C -0.3085 -3.2354 0.7155 -0.44 1.03 -0.93
C 1.1548 -1.8059 2.5916 -4.30 0.61 -0.20
C 0.7951 3.6819 -1.4707 -0.56 -0.29 0.45
C -3.9879 -0.7551 2.4401 -0.70 -0.14 -0.47
C -1.3614 -1.3181 2.4639 -0.80 -0.65 -0.88
C -0.1824 -1.2776 -1.1385 0.94 0.55 -0.70
H 0.8519 0.0320 0.3382 0.12 0.29 -1.58
H 5.0201 -3.2128 1.3595 -0.16 1.40 -0.88
H 2.3992 -3.2578 1.3709 -0.31 1.03 1.30
H 0.6437 1.7356 5.0276 -0.96 -1.42 -0.02
H -3.9512 0.2596 1.9233 -0.12 -1.22 0.89
H -1.3099 2.9518 5.3790 -0.12 -1.45 -0.80
H -1.7603 -4.1132 -2.1704 -1.12 1.07 -0.93
H 1.7270 -0.0306 -1.3304 -1.38 0.30 0.61
H 0.0894 -4.2661 0.9817 -0.33 1.49 0.07
H 4.4479 -2.2978 -0.2122 0.29 -0.14 1.46
H 2.8813 -3.1563 3.1417 -0.45 1.19 -1.29
H 0.4812 -3.3815 -1.4580 -0.21 0.77 1.60
H 5.6999 -1.5055 0.8791 -1.21 -1.32 -0.03
H -1.2450 -1.0682 -0.7798 1.36 -0.40 -0.54
H 4.8565 6.6856 -2.0574 -0.10 -0.05 -0.06
H 1.5606 -2.4122 -0.3406 -1.62 -0.44 -0.26
H -6.2994 -0.7261 2.4462 1.46 -0.95 -0.70
H 0.1639 4.3698 -2.1391 0.87 -1.34 0.78
H -2.4599 -0.5361 -3.9366 -1.44 0.96 0.03
H 4.0242 3.2494 -2.0307 0.06 -0.13 0.00
H -3.9290 -0.6386 3.5848 0.27 -0.12 -1.85
H -5.5147 -2.3142 2.9218 0.02 0.99 -1.52
H -1.6759 2.2282 3.7412 0.18 -0.76 1.44
H -4.7046 -3.6069 -1.9165 1.17 0.60 0.49
H -2.2365 -2.7734 -3.4440 -0.39 -1.28 1.02
H -0.1738 -1.3520 -2.2827 -0.37 0.16 1.63
H 6.2315 4.8651 -1.3504 0.03 0.04 -0.06
H -3.0385 -2.7476 2.0703 0.44 1.51 -0.53
H -1.4014 -3.3710 0.3757 1.66 0.24 0.86
H -2.6709 -1.5327 0.6983 -0.57 -0.08 1.50
H 1.8807 4.0380 -1.5804 -1.60 -0.85 0.01
H -3.4836 1.8139 4.9463 0.68 -0.58 0.80
H 7.1809 5.4171 -2.7402 -0.08 -0.01 0.02
H 6.3192 2.8425 -2.7004 -0.05 0.05 -0.03
H -3.3342 -3.3361 -0.6630 -1.07 0.74 -1.47
H -3.1159 -4.4406 -3.3456 0.93 1.43 0.63
H -3.2355 0.6703 -2.7874 -0.47 -0.84 -1.61
H 0.4509 3.8686 -0.4023 0.43 -0.44 -1.33
H -4.4826 -2.0004 -3.9399 0.20 0.71 1.38
H 5.2358 6.4155 -3.7714 0.06 0.06 0.06
H -0.3445 0.5540 6.1522 0.36 0.60 -1.74
H -5.5477 -0.7787 -3.0943 1.74 -0.46 -0.01
H -3.8764 0.5811 -4.5697 0.70 -0.83 1.11
H 4.2345 -1.2097 2.7679 -0.95 0.03 -1.64
H 3.8329 3.1809 -3.7939 -0.09 0.09 0.09
H 6.1094 3.7812 -4.1874 -0.03 -0.05 0.07
```
Forces are in eV/Å.

For the HOMO energy, the calculation gives -10.4 eV. Its relative energy (zero: lowest compared OMol25 entry of this formula, charge and spin) is 110.82 kcal/mol. The charge is +1. As for the orbital gap: 5.7751 eV. The value obtained for the largest force on an atom is 5.59 eV/A.

These are the Löwdin partial charges, in e, on atoms 1 to 5: number 1, Cl, carries 0.715; number 2, S, carries 0.832; number 3, S, carries 0.632; number 4, F, carries -0.060; number 5, O, carries 0.034

***

Entry 2:
Here is 7 unconnected molecules or ions with the total composition C27H46ClNO23 at a distorted geometry from the Open Molecules 2025 dataset. Energies are from the ωB97M-V functional and the def2-TZVPD basis.

```
98
Properties=species:S:1:pos:R:3:forces:R:3
Cl 0.6929 4.0152 -2.6794 -0.47 -1.33 0.04
O -1.1944 -4.6565 1.1014 -0.25 0.05 -0.09
O -1.3553 -6.8190 6.9117 -0.09 0.13 -0.14
O -0.6456 -5.2337 5.4548 -0.21 -0.16 0.10
O -5.4419 4.9800 -5.6835 -0.17 -0.20 -0.02
O 2.1356 -0.0603 -1.3765 0.36 0.91 -0.67
O -6.3615 1.1345 -9.0457 0.17 -0.10 -0.04
O -4.6293 0.1089 -10.0899 -0.04 0.06 0.16
O -7.3516 3.9657 -5.5713 0.27 0.03 0.03
O 10.3522 1.4515 8.6871 -0.20 -0.08 -0.07
O 8.5966 0.2511 8.2743 0.17 0.17 0.01
O 3.8749 0.8184 2.4564 0.09 -0.17 0.11
O -4.4718 0.5053 -7.9656 -0.11 -0.07 -0.32
O 3.7564 -1.2658 3.3413 0.20 0.20 0.04
O -2.6681 -3.5665 -0.0622 0.27 -0.09 0.21
O -0.4777 -3.0688 -0.3440 -0.11 -0.13 0.13
O -1.0489 0.5715 -1.6510 -0.30 0.09 -2.25
O -2.2104 0.0574 -3.6597 1.23 1.09 1.56
O -2.8372 -5.7443 5.7540 0.29 -0.10 0.13
O -0.8170 1.8932 -3.5530 -0.13 -0.93 1.05
O -5.5346 2.9624 -4.6570 -0.15 0.27 0.04
O 5.5109 -0.0648 3.7537 -0.17 -0.08 -0.05
O -2.2609 5.2773 -2.8903 -0.21 0.10 -0.94
O 8.7167 2.3342 7.3895 0.08 -0.16 0.09
N -1.8056 3.1537 -1.9255 1.73 1.06 -1.57
C -1.4747 0.7490 -3.0182 0.54 -0.12 0.11
C -3.1690 -4.7559 4.7797 -0.15 0.29 -0.33
C -8.1385 2.8472 -5.1627 -0.29 -0.28 0.09
C -2.0290 4.1853 -2.6074 -0.10 -0.51 3.12
C 7.3234 0.0949 7.6494 -0.38 -0.12 -0.13
C 9.1752 1.4369 8.0499 0.05 -0.12 0.09
C -4.0426 5.0148 -5.4013 0.34 0.05 0.04
C -5.2652 0.6339 -9.0335 0.18 -0.06 0.13
C -1.4313 2.5772 1.2541 0.32 0.15 0.14
C -2.9661 -2.5546 -1.0242 -0.32 0.32 -0.42
C 6.2447 1.1501 3.6011 0.26 0.32 0.01
C 2.4806 -1.4214 2.7219 -0.41 -0.12 -0.22
C 0.1632 -4.9000 1.4521 0.44 -0.20 0.19
C -1.3598 -3.7020 0.1776 -0.06 0.05 0.00
C -1.5242 -5.8677 5.9853 -0.15 -0.04 0.03
C 1.3868 0.8001 -2.2364 -0.21 -0.19 -1.13
C -5.3658 0.1781 -11.3095 -0.12 -0.02 -0.34
C -0.1681 2.7580 0.7514 -0.42 -0.05 0.17
C 3.4849 -0.2191 -1.8473 0.67 -0.23 0.43
C 11.0857 2.6660 8.5345 0.26 0.29 0.01
C 4.3329 -0.0796 3.1172 0.03 -0.13 0.06
C -5.0279 1.0276 -6.7569 0.03 0.04 0.32
C 0.0067 -7.0605 7.2617 0.33 -0.12 0.15
C 0.6616 1.7115 -0.0624 -1.01 0.31 1.68
C 0.1030 1.4175 -1.5064 1.53 0.87 0.30
C -0.4535 2.6370 -2.3548 -0.82 -0.79 -0.21
C -6.0577 3.8771 -5.2449 -0.15 0.23 0.03
H 0.4599 -6.1641 7.6870 0.00 -0.01 -0.18
H 6.9504 -0.8973 7.8979 0.26 0.03 0.11
H 0.7324 -5.2433 0.5869 -0.02 0.20 0.00
H 11.3269 2.8409 7.4851 -0.16 0.06 0.06
H -6.2978 -0.3831 -11.2291 -0.01 0.17 0.05
H -9.1632 3.0320 -5.4805 0.16 0.21 -0.09
H -2.8404 -3.7686 5.1074 0.12 -0.10 -0.08
H 5.6869 1.9914 4.0142 -0.03 -0.04 -0.16
H -3.5304 4.1850 -5.8921 -0.06 -0.04 0.13
H -5.2111 2.0955 -6.8507 -0.08 -0.17 -0.16
H 7.4148 0.1682 6.5650 -0.03 0.13 0.09
H 3.8978 0.7081 -2.3325 -0.57 -0.70 0.38
H -4.2525 -4.7413 4.6746 0.07 -0.21 0.20
H 2.5660 -1.3430 1.6367 -0.05 0.15 0.08
H -7.7862 1.9332 -5.6421 0.06 0.06 0.12
H 0.6154 -4.0040 1.8788 0.01 -0.02 -0.17
H 6.6155 0.8340 8.0270 0.11 0.06 -0.14
H -5.5638 1.2157 -11.5817 -0.12 -0.08 0.11
H 0.0187 -7.8460 8.0157 -0.26 0.05 -0.07
H 6.4858 1.3265 2.5519 -0.16 0.05 0.05
H 2.0264 1.6561 -2.6058 -0.59 -0.74 0.52
H 4.1298 -0.4121 -0.9404 -0.76 0.03 -0.97
H -4.0478 -2.5273 -1.1477 0.06 -0.22 0.17
H -2.6404 -1.5704 -0.6855 0.19 -0.14 -0.04
H 1.7744 -0.6847 3.1079 0.09 0.05 -0.13
H -3.6460 5.9479 -5.7985 -0.28 0.00 -0.04
H 1.6988 2.1289 -0.2074 -1.06 -0.76 0.23
H 7.1757 1.0483 4.1568 -0.14 -0.22 0.03
H -2.7309 -5.0061 3.8122 0.09 0.10 0.10
H 0.5724 -7.4032 6.3943 -0.01 0.17 0.02
H 2.1107 -2.4152 2.9686 0.26 0.04 0.14
H -1.7760 1.6699 1.8242 0.13 0.31 -1.84
H 10.5273 3.5076 8.9464 -0.04 -0.04 -0.17
H -3.8660 4.9943 -4.3272 -0.18 -0.10 -0.29
H -8.1248 2.7429 -4.0768 0.14 -0.07 -0.08
H 3.5853 -1.0776 -2.5698 -0.21 0.78 0.65
H 0.1775 -5.6853 2.2064 -0.28 0.08 -0.04
H -2.1995 3.3969 1.1663 1.28 -0.41 1.18
H -2.5131 -2.7993 -1.9855 0.09 0.14 0.10
H -4.7550 -0.2743 -12.0893 0.14 -0.01 0.24
H -4.3024 0.8701 -5.9608 0.09 -0.06 -0.22
H -5.9466 0.4996 -6.4974 -0.01 0.13 -0.10
H 0.6797 0.7521 0.5339 0.30 0.80 -0.96
H 12.0157 2.5613 9.0910 -0.15 -0.23 0.03
H 1.1120 0.1962 -3.1512 -0.08 0.71 0.81
H 0.3382 3.7412 0.9761 -0.96 -0.55 -1.50
```
Forces are in eV/Å.

For the HOMO energy, the calculation gives -8.8 eV. The charge is 0. As for the orbital gap: 9.1536 eV. The value obtained for the largest force on an atom is 3.16 eV/A. The structure (SMILES) is C=CC[C@@]1(COC)OC(=O)O[C@@]1(Cl)N=C=O.COC(=O)OC.COC(=O)OC.COC(=O)OC.COC(=O)OC.COC(=O)OC.COC(=O)OC.

These are the Löwdin partial charges, in e, on atoms 1 to 5: number 1, Cl, carries 0.767; number 2, O, carries -0.003; number 3, O, carries 0.002; number 4, O, carries 0.115; number 5, O, carries 0.012